97
Properties=species:S:1:pos:R:3:mulliken_charge:R:1 method="wB97M-V/def2-TZVPD" multiplicity=8 s2=15.760 total_energy_ev=-72147.3073 gap_ev="6.942 / 7.839" homo_energy_ev="-6.37 / -7.27" max_force_ev_per_a=2.537
O 1.45 -1.48 -2.72 0.48
O 0.91 -0.40 -5.29 0.05
C 2.79 -1.79 -2.28 -0.23
C 2.85 -2.82 -1.18 -1.42
H 3.24 -0.84 -1.93 0.24
H 3.31 -2.10 -3.19 0.19
H 2.42 -2.45 -0.25 0.23
H 3.88 -3.10 -0.99 0.47
H 2.34 -3.75 -1.45 0.32
C 0.42 -2.47 -2.53 0.54
C 0.39 -3.44 -3.69 -1.24
H -0.54 -1.93 -2.42 -0.56
H 0.57 -3.00 -1.57 0.09
H 0.37 -2.90 -4.64 -0.20
H -0.52 -4.05 -3.61 0.49
H 1.26 -4.10 -3.67 0.31
C -0.16 0.25 -6.02 0.23
C 1.94 -0.92 -6.14 -0.26
C -1.46 -0.50 -5.90 -1.26
H 0.12 0.35 -7.09 0.52
H -0.25 1.27 -5.60 -0.41
H -1.36 -1.53 -6.28 0.39
H -2.21 0.01 -6.51 0.44
H -1.80 -0.52 -4.87 0.02
C 1.42 -2.01 -7.06 -1.30
H 2.71 -1.30 -5.46 0.05
H 2.37 -0.10 -6.73 0.32
H 0.91 -2.80 -6.52 0.30
H 2.27 -2.46 -7.59 0.45
H 0.74 -1.59 -7.81 0.32
H 1.18 0.20 -3.48 -0.80
N -0.78 -0.53 1.37 0.79
C -1.58 0.00 2.30 1.02
C -2.33 1.18 2.18 -1.67
C -2.57 1.89 1.00 0.90
C -1.78 -0.76 3.60 -1.55
H -0.85 -1.22 3.95 0.23
H -2.55 -1.54 3.47 0.16
H -2.14 -0.05 4.36 0.53
C -3.60 2.98 0.99 -1.48
H -4.32 2.84 0.17 0.27
H -3.12 3.97 0.87 0.24
H -4.14 2.97 1.94 0.45
N -1.89 1.61 -0.10 0.65
C -0.41 -1.91 1.42 -0.03
C 0.87 -2.26 1.91 0.74
C 1.85 -1.21 2.35 -1.43
C 1.18 -3.62 2.05 -0.52
H 2.15 -3.90 2.45 0.39
C 0.24 -4.60 1.70 -0.86
H 0.51 -5.65 1.81 0.41
C -1.03 -4.24 1.25 -1.02
H -1.76 -5.01 1.02 0.40
C -1.38 -2.90 1.12 1.18
C -2.79 -2.54 0.77 -1.75
C -2.04 2.22 -1.37 -0.92
C -1.30 3.40 -1.68 1.43
C -0.44 4.05 -0.64 -1.53
C -1.39 3.90 -2.98 -0.68
H -0.86 4.83 -3.22 0.41
C -2.15 3.24 -3.95 -1.05
H -2.23 3.66 -4.96 0.42
C -2.83 2.06 -3.64 -0.68
H -3.42 1.53 -4.40 0.44
C -2.77 1.52 -2.36 1.18
C -3.45 0.23 -2.02 -1.16
Eu 0.24 0.66 -0.55 0.91
H 2.53 -0.89 1.54 0.20
H 2.50 -1.61 3.15 0.49
H 1.36 -0.31 2.75 0.26
H -2.86 -1.64 0.15 0.15
H -3.40 -2.36 1.67 0.26
H -3.27 -3.36 0.23 0.48
H -0.13 5.03 -1.01 0.48
H 0.49 3.48 -0.41 0.25
H -0.97 4.18 0.31 0.18
H -3.86 0.22 -1.01 0.42
H -2.76 -0.64 -2.10 -0.09
H -4.27 0.04 -2.73 0.53
H -2.87 1.51 3.07 0.27
C 1.24 1.27 -3.04 2.60
Si 2.38 2.35 -4.09 0.51
H 0.22 1.72 -2.99 -1.28
H 1.78 1.31 -2.06 -0.05
C 4.02 1.50 -4.40 -1.14
C 2.68 3.88 -3.07 -1.22
C 1.75 2.94 -5.75 -1.07
H 2.48 3.70 -6.09 0.48
H 0.77 3.41 -5.67 0.27
H 1.71 2.15 -6.52 0.24
H 4.58 1.36 -3.46 0.34
H 4.61 2.15 -5.06 0.37
H 3.93 0.52 -4.89 0.25
H 2.75 3.66 -2.00 0.33
H 1.88 4.62 -3.22 0.27
H 3.63 4.32 -3.40 0.40
F 1.78 1.94 0.17 -0.79


97
Properties=species:S:1:pos:R:3:mulliken_charge:R:1 method="wB97M-V/def2-TZVPD" total_energy_ev=-63648.9915 gap_ev=8.202 homo_energy_ev=-7.67 max_force_ev_per_a=1.171
O -0.67 1.29 0.65 1.03
O 2.36 2.56 -2.26 -0.12
C -1.58 2.41 0.31 -0.50
C -2.41 2.89 1.48 -1.19
H -2.20 2.00 -0.49 0.41
H -0.95 3.21 -0.11 0.17
H -2.90 2.07 2.00 0.09
H -3.18 3.57 1.11 0.45
H -1.78 3.44 2.19 0.33
C 0.17 1.63 1.80 0.47
C 1.12 2.81 1.60 -1.64
H 0.74 0.72 2.03 -0.31
H -0.50 1.85 2.65 0.24
H 1.61 2.80 0.61 0.28
H 1.89 2.74 2.37 0.45
H 0.62 3.78 1.75 0.31
C 3.61 1.92 -2.59 -0.32
C 2.40 3.99 -2.46 -0.32
C 4.41 1.56 -1.36 -1.21
H 4.23 2.56 -3.25 0.46
H 3.32 1.01 -3.14 0.28
H 4.66 2.44 -0.77 0.35
H 5.36 1.10 -1.66 0.43
H 3.87 0.84 -0.72 0.04
C 3.47 4.72 -1.66 -1.36
H 1.41 4.34 -2.19 0.32
H 2.55 4.19 -3.54 0.38
H 3.44 4.46 -0.60 0.24
H 3.31 5.79 -1.74 0.40
H 4.46 4.50 -2.05 0.37
H 0.31 1.28 -2.04 -0.30
N -1.91 -1.52 2.62 0.88
C -2.10 -2.81 2.91 1.32
C -1.66 -3.89 2.14 -2.32
C -0.72 -3.87 1.10 1.35
C -2.77 -3.17 4.22 -1.62
H -3.66 -2.56 4.41 0.24
H -2.08 -3.05 5.07 0.17
H -3.06 -4.23 4.18 0.50
C -0.12 -5.19 0.71 -1.72
H 0.97 -5.16 0.65 0.32
H -0.51 -5.54 -0.25 0.25
H -0.40 -5.92 1.47 0.51
N -0.37 -2.74 0.50 0.82
C -2.15 -0.56 3.65 -0.35
C -3.38 0.13 3.72 0.56
C -4.53 -0.22 2.81 -1.45
C -3.57 1.08 4.72 -0.35
H -4.53 1.61 4.76 0.43
C -2.60 1.31 5.69 -0.85
H -2.78 2.05 6.49 0.40
C -1.42 0.56 5.68 -0.82
H -0.67 0.70 6.46 0.43
C -1.19 -0.39 4.69 1.28
C -0.01 -1.31 4.82 -1.82
C 0.70 -2.70 -0.43 -0.72
C 0.46 -2.99 -1.79 1.38
C -0.93 -3.32 -2.22 -1.23
C 1.53 -2.93 -2.68 -0.67
H 1.34 -3.18 -3.73 0.42
C 2.81 -2.57 -2.24 -1.17
H 3.65 -2.56 -2.93 0.42
C 3.02 -2.23 -0.90 -0.83
H 4.01 -1.94 -0.52 0.45
C 1.97 -2.28 0.02 1.08
C 2.16 -1.89 1.45 -1.27
Mg -1.35 -0.96 0.70 0.30
H -4.63 0.49 1.98 0.22
H -5.47 -0.18 3.39 0.48
H -4.45 -1.22 2.37 0.26
H 0.34 -1.69 3.85 0.03
H -0.24 -2.18 5.45 0.33
H 0.83 -0.79 5.29 0.52
H -0.97 -3.39 -3.32 0.44
H -1.66 -2.56 -1.90 -0.11
H -1.27 -4.28 -1.82 0.24
H 1.67 -2.59 2.15 0.29
H 1.76 -0.88 1.65 0.05
H 3.23 -1.88 1.69 0.59
H -1.93 -4.88 2.50 0.31
C 0.17 0.46 -2.78 0.91
Si 0.01 1.09 -4.56 0.61
H 1.02 -0.22 -2.65 -0.51
H -0.75 -0.07 -2.48 0.04
C -0.92 2.72 -4.85 -1.10
C -0.92 -0.22 -5.55 -1.19
C 1.54 1.25 -5.66 -1.11
H 1.16 1.62 -6.62 0.36
H 2.01 0.27 -5.84 0.29
H 2.30 1.96 -5.28 0.28
H -1.98 2.64 -4.56 0.33
H -0.87 2.93 -5.94 0.29
H -0.47 3.58 -4.32 0.30
H -1.76 -0.64 -4.99 0.32
H -0.23 -1.02 -5.85 0.32
H -1.30 0.27 -6.47 0.28
I -3.56 -0.81 -0.74 -0.63


97
Properties=species:S:1:pos:R:3:mulliken_charge:R:1 method="wB97M-V/def2-TZVPD" total_energy_ev=-59240.1786 e_above_lowest_ev=2.152 gap_ev=7.999 charge=+1 homo_energy_ev=-11.11 max_force_ev_per_a=5.536
O 0.17 1.84 -0.64 0.66
O -3.18 -1.82 -2.51 -0.31
C -0.98 2.71 -0.64 -0.47
C -0.70 4.18 -0.97 -0.94
H -1.43 2.66 0.34 0.44
H -1.74 2.32 -1.32 0.26
H 0.06 4.59 -0.32 0.03
H -1.61 4.78 -0.82 0.51
H -0.39 4.32 -2.00 0.27
C 0.90 1.84 -1.88 0.51
C 0.16 1.39 -3.14 -1.72
H 1.74 1.17 -1.74 -0.18
H 1.31 2.83 -2.06 0.09
H -0.08 0.34 -3.08 0.35
H 0.79 1.53 -4.02 0.45
H -0.76 1.95 -3.30 0.40
C -3.00 -3.23 -2.68 -0.27
C -4.26 -1.24 -3.25 -0.24
C -1.77 -3.51 -3.54 -1.15
H -3.89 -3.73 -3.09 0.41
H -2.84 -3.68 -1.70 0.29
H -1.88 -3.09 -4.54 0.34
H -1.60 -4.58 -3.64 0.40
H -0.88 -3.07 -3.09 0.12
C -4.11 -1.38 -4.78 -1.22
H -4.30 -0.19 -3.00 0.30
H -5.21 -1.66 -2.93 0.32
H -3.16 -0.98 -5.12 0.26
H -4.91 -0.84 -5.29 0.41
H -4.18 -2.42 -5.09 0.33
H -2.89 -1.54 0.26 0.27
N 2.96 2.01 0.91 0.76
C 3.99 1.77 1.65 1.17
C 4.17 0.52 2.33 -1.20
C 3.33 -0.53 2.37 0.51
C 5.20 2.71 1.82 -1.74
H 4.89 3.76 1.88 0.29
H 5.88 2.62 0.98 0.31
H 5.76 2.51 2.73 0.54
C 3.77 -1.80 3.09 -1.73
H 3.73 -2.67 2.43 0.35
H 3.15 -2.00 3.96 0.25
H 4.80 -1.73 3.45 0.45
N 2.08 -0.56 1.77 1.71
C 3.09 3.09 0.00 -0.44
C 2.71 4.42 0.34 1.10
C 2.18 4.79 1.72 -1.51
C 2.88 5.47 -0.56 -0.56
H 2.57 6.47 -0.30 0.51
C 3.49 5.25 -1.79 -0.89
H 3.63 6.07 -2.48 0.46
C 3.95 3.98 -2.11 -0.78
H 4.46 3.83 -3.06 0.52
C 3.78 2.92 -1.23 0.96
C 4.38 1.58 -1.65 -1.84
C 1.42 -1.77 1.46 -1.11
C 0.56 -2.38 2.40 1.43
C 0.23 -1.72 3.73 -1.37
C -0.05 -3.60 2.10 -0.87
H -0.72 -4.07 2.80 0.51
C 0.20 -4.23 0.88 -0.90
H -0.27 -5.18 0.66 0.51
C 1.07 -3.65 -0.04 -1.22
H 1.26 -4.16 -0.97 0.46
C 1.69 -2.43 0.24 1.18
C 2.64 -1.85 -0.78 -0.97
Y 1.17 1.07 1.01 -0.11
H 1.12 5.04 1.68 0.29
H 2.70 5.67 2.09 0.50
H 2.34 4.01 2.45 0.25
H 3.98 0.74 -1.08 0.00
H 5.46 1.59 -1.54 0.48
H 4.15 1.38 -2.70 0.44
H -0.66 -2.14 4.20 0.43
H 0.04 -0.66 3.57 0.06
H 1.06 -1.80 4.44 0.31
H 3.59 -1.60 -0.31 0.29
H 2.23 -0.93 -1.19 0.08
H 2.85 -2.53 -1.61 0.56
H 5.11 0.43 2.84 0.43
C -2.99 -1.98 1.23 -0.30
Si -4.78 -2.03 1.83 0.24
H -2.72 -3.01 1.05 0.06
H -2.37 -1.64 2.02 0.03
C -5.74 -0.49 1.35 -1.01
C -4.85 -2.16 3.70 -1.10
C -5.68 -3.54 1.20 -1.07
H -6.65 -3.66 1.69 0.35
H -5.10 -4.45 1.39 0.35
H -5.86 -3.49 0.13 0.31
H -5.37 0.39 1.87 0.33
H -6.80 -0.60 1.60 0.31
H -5.68 -0.30 0.28 0.29
H -4.17 -1.44 4.16 0.34
H -4.56 -3.15 4.03 0.32
H -5.85 -1.96 4.07 0.31
I -0.22 2.31 3.39 -0.50